Entry 1:
C18H8BClF4N4O11Sn | ωB97M-V/def2-TZVPD

```
48
C18H8BClF4N4O11Sn ωB97M-V/def2-TZVPD
Sn -0.79 -0.69 -0.67
O 2.74 2.80 2.63
C 3.53 2.40 1.62
O 4.52 3.02 1.34
C 3.13 1.12 0.96
C 3.73 -0.10 1.13
Cl 5.01 -0.52 2.18
N 3.10 -0.99 0.33
N 2.10 -0.40 -0.33
C 2.10 0.87 0.04
C 1.05 1.83 -0.44
O 1.26 3.02 -0.27
O -0.01 1.31 -0.96
C 3.35 -2.39 0.15
C 2.29 -3.27 0.19
C 2.51 -4.62 -0.05
C 3.80 -5.07 -0.30
C 4.86 -4.17 -0.33
C 4.64 -2.82 -0.12
H 1.97 2.22 2.69
H 1.29 -2.90 0.40
H 1.67 -5.29 -0.06
H 3.97 -6.12 -0.49
H 5.87 -4.52 -0.55
H 5.45 -2.11 -0.18
O -3.78 1.70 1.14
C -2.86 0.89 1.10
O -2.57 0.18 0.07
C -2.05 0.68 2.37
C -2.61 1.16 3.53
C -1.96 1.04 4.76
C -0.71 0.46 4.84
C -0.15 -0.05 3.69
C -0.78 0.02 2.40
O -0.16 -0.40 1.37
N 1.18 -0.64 3.83
O 1.91 -0.16 4.69
O 1.50 -1.57 3.13
N -2.58 1.54 5.97
O -3.68 2.06 5.88
O -1.98 1.43 7.02
H -3.57 1.65 3.46
H -0.19 0.39 5.78
F -0.01 -4.10 -1.78
B -1.11 -4.82 -1.26
F -1.61 -5.70 -2.24
F -0.67 -5.57 -0.14
F -2.11 -3.92 -0.86
```

Calculated values
HOMO energy ... -4.216 eV
Net charge ... -2
LUMO ... 3.77 eV
Gap between HOMO and LUMO ... 7.99 eV

These are the natural (NBO) partial charges, in e, on atoms 1 to 2: atom 1 (Sn): 1.52, atom 2 (O): -0.66


Entry 2:
C18H8Cl2F5FeN4O3 | ωB97M-V/def2-TZVPD

```
41
C18H8Cl2F5FeN4O3 ωB97M-V/def2-TZVPD
Fe -0.50 -0.51 0.66
O 2.42 0.49 -1.36
C 2.55 0.94 -0.03
C 1.51 1.98 0.34
C 1.87 3.29 0.58
C 0.91 4.21 0.94
C -0.41 3.79 1.03
C -0.69 2.46 0.78
N 0.24 1.57 0.44
H 1.92 -0.34 -1.33
H 3.54 1.38 0.07
H 2.48 0.11 0.68
H 2.91 3.58 0.50
H 1.18 5.24 1.16
H -1.20 4.46 1.32
H -1.71 2.09 0.86
F -3.27 -1.56 2.13
C -3.56 -0.95 0.96
C -2.55 -0.38 0.21
C -2.96 0.23 -0.95
F -2.05 0.82 -1.76
C -4.28 0.28 -1.38
F -4.63 0.88 -2.52
C -5.25 -0.32 -0.60
F -6.53 -0.30 -0.98
C -4.89 -0.94 0.58
F -5.84 -1.51 1.34
N 0.04 -0.20 2.63
C 0.11 0.42 3.60
C 0.27 1.20 4.73
C 0.69 2.54 4.57
N 1.04 3.63 4.41
C 0.02 0.66 6.02
N -0.19 0.23 7.07
Cl -1.65 -3.29 -1.78
C -0.39 -3.65 -0.59
Cl -1.01 -3.41 1.06
C 0.83 -2.75 -0.87
O 1.75 -3.24 -1.49
O 0.75 -1.54 -0.43
H -0.11 -4.69 -0.70
```

Calculated values
HOMO energy (spin up / spin down) ... -5.750 / -5.844 eV
Net charge ... -1
LUMO (spin up / spin down) ... 2.54 / 2.52 eV
2S+1 ... 5
Gap between HOMO and LUMO (spin up / spin down) ... 8.29 / 8.37 eV
Expectation value of S² ... 6.01

These are the natural (NBO) partial charges, in e, on atoms 1 to 2: atom 1 (Fe): 1.47, atom 2 (O): -0.73


Entry 3:
C18H8Cl4N4O3S5Ti | ωB97M-V/def2-TZVPD

```
43
C18H8Cl4N4O3S5Ti ωB97M-V/def2-TZVPD
Ti -0.58 -0.36 -0.42
Cl -6.57 2.40 0.91
C -4.89 1.97 1.00
C -4.10 2.42 2.04
Cl -4.77 3.44 3.27
C -2.75 2.06 2.11
Cl -1.73 2.59 3.41
C -2.20 1.24 1.14
O -0.95 0.82 1.12
C -3.00 0.81 0.06
O -2.35 0.05 -0.82
C -4.33 1.15 0.00
Cl -5.27 0.56 -1.32
S 1.76 -0.61 -2.79
C 1.86 1.04 -3.30
C 2.77 1.35 -4.39
N 3.52 1.56 -5.24
C 1.17 2.06 -2.73
S 0.00 1.94 -1.44
C 1.38 3.41 -3.21
N 1.55 4.48 -3.58
S -1.18 -2.16 1.21
C -1.57 -3.10 -0.19
S -0.89 -2.46 -1.65
C -2.34 -4.24 -0.14
C -2.80 -4.78 1.11
N -3.17 -5.24 2.10
C -2.71 -4.96 -1.32
N -3.03 -5.53 -2.27
O 1.22 -0.58 0.15
S 2.42 0.38 -0.22
C 2.66 1.01 1.46
C 3.33 -0.13 2.23
C 4.44 -0.61 1.30
C 3.81 -0.77 -0.09
H 1.68 1.30 1.82
H 3.31 1.89 1.38
H 2.60 -0.92 2.39
H 3.71 0.19 3.20
H 4.90 -1.54 1.63
H 5.23 0.15 1.26
H 3.36 -1.75 -0.24
H 4.47 -0.56 -0.93
```

Calculated values
HOMO energy ... -2.391 eV
Net charge ... -2
LUMO ... 3.77 eV
Gap between HOMO and LUMO ... 6.16 eV

These are the Löwdin partial charges, in e, on atoms 1 to 2: atom 1 (Ti): 0.59, atom 2 (Cl): 0.62


Entry 4:
C18H9Br2F2N4O7Pt | ωB97M-V/def2-TZVPD

```
43
C18H9Br2F2N4O7Pt ωB97M-V/def2-TZVPD
Pt 0.00 -0.21 -0.11
O -3.59 -0.82 1.73
C -2.39 -0.84 1.51
O -1.92 -0.53 0.34
C -1.46 -1.24 2.65
C -2.09 -1.44 3.85
C -1.39 -1.87 4.97
C -0.05 -2.14 4.91
C 0.61 -1.95 3.71
C -0.05 -1.46 2.53
O 0.63 -1.27 1.46
N 2.05 -2.24 3.73
O 2.74 -1.98 2.76
O 2.51 -2.75 4.75
N -2.09 -2.06 6.24
O -3.28 -1.82 6.27
O -1.45 -2.45 7.19
H -3.15 -1.26 3.90
H 0.49 -2.49 5.77
Br 6.00 0.99 -2.69
C 4.30 0.63 -1.93
C 4.23 -0.05 -0.70
C 2.98 -0.29 -0.18
N 1.86 0.09 -0.81
C 1.91 0.76 -2.01
C 3.18 1.03 -2.59
C 0.66 1.13 -2.55
C 0.46 1.83 -3.77
C -0.81 2.12 -4.16
Br -1.09 3.05 -5.79
C -1.93 1.74 -3.40
C -1.68 1.06 -2.23
N -0.45 0.76 -1.81
H 5.12 -0.36 -0.17
H 2.83 -0.81 0.76
H 3.25 1.56 -3.53
H 1.31 2.13 -4.38
H -2.94 1.97 -3.70
H -2.47 0.72 -1.57
F -0.73 1.78 2.12
C 0.15 1.78 1.09
F 1.40 1.89 1.62
H -0.04 2.65 0.45
```

Calculated values
HOMO energy (spin up / spin down) ... -3.562 / -6.177 eV
Net charge ... -1
LUMO (spin up / spin down) ... 2.04 / 1.58 eV
2S+1 ... 3
Gap between HOMO and LUMO (spin up / spin down) ... 5.60 / 7.75 eV
Expectation value of S² ... 2.03

These are the natural (NBO) partial charges, in e, on atoms 1 to 2: atom 1 (Pt): 1.11, atom 2 (O): -0.65